DFT (ωB97M-V with the def2-TZVPD basis set) results for a structure of composition C17H38ClInNO5 in a non-equilibrium geometry.

Values from the calculation:
- E_HOMO: -4.718 eV
- 2S+1: 1
- Charge: -1
- E_tot: -47667.527 eV
- E_LUMO: 2.4 eV

CARTESIAN COORDINATES (ANGSTROEM)
1 C 9.706 -4.351 1.134
2 C 8.627 -3.238 1.549
3 O 8.920 -2.518 2.505
4 O 7.498 -3.170 0.746
5 C 6.340 -2.601 1.400
6 C 5.537 -1.792 0.253
7 C 3.967 -1.776 0.479
8 C 3.511 -1.317 1.941
9 C 1.939 -0.949 2.005
10 C 1.032 -2.143 2.564
11 In -1.131 -1.473 2.214
12 Cl -1.260 -0.221 0.046
13 C -2.556 -3.260 2.039
14 C -3.321 -3.101 0.650
15 C -4.526 -4.133 0.440
16 O -2.371 -3.303 -0.440
17 H 9.869 -5.055 2.005
18 H 10.673 -3.853 0.790
19 H 9.316 -4.939 0.243
20 H 5.722 -3.453 1.832
21 H 6.554 -1.844 2.207
22 H 5.958 -0.743 0.232
23 H 5.759 -2.323 -0.721
24 H 3.545 -0.996 -0.248
25 H 3.447 -2.751 0.190
26 H 3.780 -2.115 2.703
27 H 4.056 -0.330 2.141
28 H 1.848 -0.099 2.764
29 H 1.580 -0.536 1.010
30 H 1.253 -3.150 2.077
31 H 1.226 -2.184 3.691
32 H -1.664 -0.347 3.518
33 H -1.868 -4.178 2.042
34 H -3.266 -3.265 2.936
35 H -3.759 -2.046 0.615
36 H -5.510 -3.574 0.268
37 H -4.622 -4.912 1.261
38 H -4.320 -4.709 -0.523
39 H -1.857 -4.079 -0.136
40 C -3.813 6.873 -2.984
41 O -4.655 5.779 -3.305
42 C -4.047 4.829 -4.182
43 C -3.732 3.528 -3.447
44 N -2.640 3.704 -2.492
45 C -2.471 2.580 -1.564
46 C -3.637 2.260 -0.616
47 O -3.878 3.261 0.371
48 C -4.677 4.344 -0.067
49 H -4.423 7.632 -2.491
50 H -3.022 6.570 -2.293
51 H -3.374 7.313 -3.884
52 H -3.158 5.236 -4.676
53 H -4.784 4.612 -4.963
54 H -3.451 2.762 -4.176
55 H -4.651 3.204 -2.946
56 H -2.811 4.539 -1.946
57 H -1.598 2.815 -0.948
58 H -2.218 1.683 -2.136
59 H -3.358 1.360 -0.063
60 H -4.561 2.009 -1.151
61 H -5.419 4.044 -0.810
62 H -4.046 5.145 -0.455
63 H -5.206 4.746 0.802

Cartesian forces, eV/Å:
C -1.1 0.2 -1.1
C 2.0 0.1 0.7
O -1.5 -1.2 -2.0
O 1.7 -0.1 2.2
C -2.0 1.3 -0.7
C -0.1 -1.2 0.7
C -0.5 0.8 -0.1
C -0.2 0.8 -1.0
C 0.6 -0.6 0.9
C 0.3 0.8 -0.2
In 0.1 -0.6 0.7
Cl 0.2 -0.1 0.3
C -0.1 0.3 -0.5
C -0.3 -0.7 1.1
C -0.1 -0.1 -0.7
O -0.4 -0.2 1.1
H -0.1 1.1 -1.0
H -1.3 -0.6 0.8
H 0.5 0.6 1.2
H 0.8 1.0 -0.6
H 0.3 -1.2 -0.7
H -0.5 -1.1 -0.1
H -0.2 0.8 1.0
H 0.5 -1.1 0.9
H 0.9 1.0 0.5
H -0.3 1.1 -0.7
H -0.3 -1.4 0.0
H 0.0 -1.0 -1.0
H 0.5 -0.6 1.1
H -0.1 1.3 0.6
H -0.3 -0.3 -1.5
H 0.1 -0.2 -0.4
H -1.2 0.9 0.0
H 0.9 -0.2 -1.3
H 0.9 -1.4 -0.4
H 1.2 -0.9 0.5
H 0.0 1.2 -0.8
H -0.3 0.7 1.2
H -0.3 0.6 -0.3
C -0.3 -0.1 0.1
O 0.4 0.3 -0.2
C -0.3 -0.6 0.1
C 0.2 0.5 0.2
N -0.2 0.0 -0.2
C -0.1 0.2 0.2
C 0.4 -0.3 0.1
O -0.4 0.1 -0.3
C 0.3 -0.1 0.5
H 0.0 -0.1 0.0
H 0.1 0.1 -0.1
H 0.1 0.0 0.0
H 0.0 0.1 0.2
H 0.0 0.0 0.0
H 0.0 0.0 0.0
H -0.2 -0.1 -0.2
H 0.0 -0.1 -0.1
H -0.1 -0.2 0.0
H -0.1 0.0 0.1
H 0.1 0.1 0.0
H -0.1 0.2 -0.1
H 0.1 0.0 -0.1
H -0.1 0.1 -0.2
H 0.0 -0.1 0.0